C4H5MgNaO7 | the ωB97M-V functional and the def2-TZVPD basis

ΔE to the lowest compared entry with this formula, charge and spin = 108.4 kcal/mol
Multiplicity = 1
Calculated total energy = -1044.33078 Ha

Cartesian coordinates (Å):
C 0.17 0.13 0.87
H 1.89 -3.16 1.47
H 0.57 0.97 1.46
H -0.42 -0.39 1.66
C -2.78 1.90 -0.30
O 2.07 -3.14 -0.68
O -1.85 1.38 0.46
C -0.73 0.74 -0.19
H -1.08 -0.03 -0.89
Na 4.30 0.04 -0.45
C 2.55 -2.10 -0.08
H -0.19 1.50 -0.76
O 3.02 -1.66 -1.24
O -2.80 1.75 -1.56
O 0.97 -0.79 0.23
Mg -4.56 2.72 -1.55
O -3.67 2.63 0.25
O 2.56 -2.50 1.29

Charges in e, computed with natural (NBO), in the same order as the atoms:
1 C -0.05
2 H 0.52
3 H 0.11
4 H 0.13
5 C 0.95
6 O -0.34
7 O -0.49
8 C -0.08
9 H 0.20
10 Na 0.97
11 C 0.99
12 H 0.16
13 O -0.64
14 O -0.89
15 O -0.91
16 Mg 0.96
17 O -0.88
18 O -0.70

---

C3H9OS | the ωB97M-V functional and the def2-TZVPD basis

ΔE to the lowest compared entry with this formula, charge and spin = 37.9 kcal/mol
Multiplicity = 1
Total charge = -1
Calculated total energy = -593.11256 Ha

Cartesian coordinates (Å):
H -2.45 -1.79 2.30
S -2.83 -0.38 0.39
H -1.00 -0.85 1.80
H -2.34 -0.07 2.75
H 1.99 0.38 0.33
C 1.74 0.91 -1.74
C -2.07 -0.81 2.00
H 2.82 1.00 -1.92
H -1.60 -0.01 -0.15
C 1.37 0.04 -0.53
H 1.71 -0.99 -0.77
H 1.24 0.57 -2.65
H 1.38 1.94 -1.56
O 0.04 0.07 -0.26

Charges in e, computed with natural (NBO), in the same order as the atoms:
1 H 0.18
2 S -0.25
3 H 0.26
4 H 0.19
5 H 0.08
6 C -0.63
7 C -0.73
8 H 0.16
9 H 0.28
10 C -0.01
11 H 0.08
12 H 0.18
13 H 0.19
14 O -0.98

---

C22H30Br2N5NiPSi | the ωB97M-V functional and the def2-TZVPD basis

ΔE to the lowest compared entry with this formula, charge and spin = 6.6 kcal/mol
Multiplicity = 1
Total charge = +2
Calculated total energy = -8416.76729 Ha

Cartesian coordinates (Å):
C -0.01 -2.40 4.05
N -3.24 -0.53 -1.09
H -4.37 0.56 0.30
H 3.05 4.49 -1.52
C 1.19 -2.43 -3.16
N -2.30 0.79 -2.90
H -2.39 -0.66 0.82
H -0.53 1.91 -2.60
H 0.09 -2.43 -1.33
H 3.51 1.98 5.04
H -0.30 0.16 -2.61
C -0.95 0.96 -2.27
H 1.05 2.54 5.37
C -2.06 -0.58 -0.22
H 3.14 -0.64 1.28
P -1.00 0.94 -0.40
H 4.05 -0.78 -1.16
C 0.11 -3.18 1.38
H -2.20 0.79 -3.92
C -0.74 -3.51 3.61
H 3.18 4.15 0.24
C 2.03 -1.52 -1.08
H -0.32 2.14 3.28
H 4.35 -1.27 -3.55
H 3.67 1.14 2.43
C 2.81 1.47 2.99
N -3.51 1.87 -1.10
H -2.74 2.86 -2.76
N 1.43 2.20 4.51
C 0.74 1.98 3.37
H -2.23 -1.33 -2.73
H 2.53 -2.34 -4.84
H -1.48 -1.47 -0.42
H -2.72 2.22 0.79
H 0.19 -3.52 0.36
C 2.67 3.91 -0.69
C -0.67 -3.90 2.28
C -2.93 -0.54 -2.48
C -3.23 1.93 -2.49
H -5.05 0.47 -1.32
Br 0.79 4.30 -0.45
C 0.82 -2.06 1.82
C -2.37 2.19 -0.24
C 3.23 -1.21 -1.72
Ni 1.04 1.14 0.53
H -2.00 3.18 -0.49
H -3.85 -0.66 -3.06
C 0.76 -1.67 3.16
Br 2.90 2.03 -1.07
C 1.01 -2.14 -1.82
C 3.41 -1.50 -3.07
Si 1.84 -1.01 0.69
H -1.21 -4.78 1.95
H -4.14 1.82 -3.07
H -1.33 -4.07 4.31
H -0.05 -2.11 5.10
N 1.55 1.54 2.43
H 0.42 -2.95 -3.71
C -4.13 0.58 -0.76
C 2.75 1.88 4.28
C 2.39 -2.10 -3.79
H 1.33 -0.82 3.51

Charges in e, computed with natural (NBO), in the same order as the atoms:
1 C -0.22
2 N -0.43
3 H 0.23
4 H 0.25
5 C -0.21
6 N -0.39
7 H 0.26
8 H 0.25
9 H 0.20
10 H 0.26
11 H 0.27
12 C -0.56
13 H 0.45
14 C -0.52
15 H -0.19
16 P 0.77
17 H 0.22
18 C -0.20
19 H 0.44
20 C -0.18
21 H 0.25
22 C -0.57
23 H 0.22
24 H 0.24
25 H 0.24
26 C -0.09
27 N -0.43
28 H 0.23
29 N -0.49
30 C 0.20
31 H 0.23
32 H 0.24
33 H 0.24
34 H 0.25
35 H 0.21
36 C -0.51
37 C -0.19
38 C -0.05
39 C -0.05
40 H 0.23
41 Br 0.06
42 C -0.59
43 C -0.52
44 C -0.13
45 Ni 0.36
46 H 0.24
47 H 0.23
48 C -0.12
49 Br 0.10
50 C -0.23
51 C -0.21
52 Si 1.29
53 H 0.23
54 H 0.23
55 H 0.23
56 H 0.23
57 N -0.60
58 H 0.22
59 C -0.08
60 C -0.07
61 C -0.18
62 H 0.20

---

C42H66N5O4STi | the ωB97M-V functional and the def2-TZVPD basis

ΔE to the lowest compared entry with this formula, charge and spin = 0.0 kcal/mol
Multiplicity = 1
Total charge = +1
Calculated total energy = -3462.42598 Ha

Cartesian coordinates (Å):
H 5.26 0.32 3.84
H 0.59 3.55 0.52
H 5.29 1.51 1.65
H -6.20 -0.35 0.97
H 0.26 -1.68 -3.23
C 0.71 2.45 3.42
C 4.83 -0.55 3.33
S 2.62 0.05 -2.10
C 1.58 1.93 4.37
C 0.84 2.13 2.08
H -0.09 3.11 3.72
C -1.80 -2.43 -3.11
C -5.65 -3.59 -0.09
H 2.33 3.12 -3.48
H 1.51 4.08 7.07
H -4.64 -1.63 2.57
H 1.47 4.62 -3.86
H 0.67 -3.98 1.59
H -2.13 -4.39 -2.19
H -6.50 -4.01 0.45
C 1.62 3.80 6.02
C -6.42 -1.29 0.46
H 1.52 1.42 -6.26
C -1.90 1.36 0.53
H -3.81 -3.12 -1.64
H -0.49 -3.74 -1.98
C -1.77 -0.46 -1.34
H -1.50 3.65 -0.72
C 0.26 3.29 -1.93
H 3.30 0.71 4.64
C 1.40 2.29 5.84
C -0.96 3.46 -4.01
H 5.65 -1.16 2.97
H -0.91 -0.76 -4.20
H 0.64 1.04 -3.92
H 3.42 1.83 6.53
C -4.02 -1.65 -0.12
C -0.96 2.80 -1.15
C 4.85 0.65 1.16
H -2.68 2.13 0.49
H -0.94 -3.91 0.88
H 5.37 -0.55 -4.98
H -1.66 2.26 -1.79
H 0.88 4.38 5.45
O 0.70 -2.01 -0.46
N -0.64 1.93 0.02
N 3.32 -0.36 -4.66
H 2.61 4.09 5.68
H -7.31 -1.72 0.92
H 4.29 0.99 0.29
H -4.10 -3.25 2.13
C 0.17 -2.12 0.68
O 1.92 0.96 0.33
C 4.59 -0.99 -4.36
H -6.65 -1.06 -0.58
H -3.92 0.01 1.24
C -0.64 -1.76 -3.85
H -0.78 2.46 5.72
C -0.77 -2.73 2.74
H -2.60 -3.08 -5.01
H -0.18 -2.96 3.63
C 2.39 1.55 6.75
H -1.74 1.10 1.58
H 4.82 -0.83 -3.31
C 2.61 1.11 3.92
H -0.16 2.16 7.34
H -1.83 2.85 -3.78
C -2.38 0.13 -0.21
C 2.39 0.03 -3.78
C 3.96 -0.14 2.14
C 2.78 0.75 2.58
N -0.12 -0.98 1.29
H 4.27 -1.14 4.06
H 1.47 3.29 -5.02
H 5.66 0.01 0.81
H 4.29 -2.12 1.34
H -0.20 0.85 6.15
H 0.62 -0.10 -6.34
H -0.82 3.36 1.56
C 2.79 -0.34 -6.02
H -1.80 -3.03 2.95
H -0.39 -2.36 -4.73
H -3.79 -3.14 -3.72
C -2.30 -1.66 -1.88
C 3.46 -1.43 1.47
H -5.95 -3.46 -1.13
H -0.99 -4.39 -3.54
C -4.92 -2.54 2.04
H -5.79 -2.97 2.54
C -2.95 -2.56 -4.12
H 4.55 -2.06 -4.56
C -0.75 -1.22 2.52
H 3.48 0.16 -6.70
C -0.02 1.92 6.29
H -3.33 -1.58 -4.42
C 1.86 1.27 1.67
C -0.20 -3.34 1.45
C -1.33 -3.82 -2.67
N 1.29 0.43 -4.41
C -3.41 -2.20 -1.23
H -1.18 4.51 -3.74
Ti 0.49 0.08 -0.43
H 1.17 2.87 -1.49
H 2.29 0.47 6.65
H 2.19 1.81 7.79
H 2.64 -1.37 -6.38
H -0.81 3.43 -5.09
C 1.44 3.53 -3.96
C -3.49 -0.47 0.37
H -4.84 -4.33 -0.05
H 3.03 -1.25 0.49
H 2.71 -1.93 2.10
C 1.46 0.41 -5.86
C -5.24 -2.27 0.56
O -1.20 -0.38 3.24
N 0.24 2.96 -3.35
H 0.34 4.38 -1.83
C -0.01 2.81 1.06
O -0.65 0.12 -1.89

Löwdin atomic charge list, values in e, 99 entries:
1 H 0.09
2 H 0.14
3 H 0.09
4 H 0.08
5 H 0.06
6 C 0.02
7 C -0.06
8 S 0.83
9 C -0.15
10 C -0.14
11 H 0.12
12 C -0.51
13 C -0.06
14 H 0.09
15 H 0.09
16 H 0.08
17 H 0.10
18 H 0.14
19 H 0.08
20 H 0.09
21 C -0.04
22 C -0.04
23 H 0.11
24 C -0.12
25 H 0.10
26 H 0.08
27 C -0.24
28 H 0.14
29 C -0.19
30 H 0.09
31 C -0.56
32 C -0.07
33 H 0.09
34 H 0.08
35 H 0.10
36 H 0.09
37 C -0.14
38 C -0.13
39 C -0.03
40 H 0.15
41 H 0.13
42 H 0.10
43 H 0.11
44 H 0.08
45 O -0.05
46 N -0.21
47 N -0.15
48 H 0.09
49 H 0.09
50 H 0.06
51 H 0.08
52 C -0.47
53 O -0.31
54 C -0.04
55 H 0.09
56 H 0.13
57 C -0.06
58 H 0.08
59 C -0.04
60 H 0.09
61 H 0.13
62 C -0.06
63 H 0.12
64 H 0.06
65 C 0.05
66 H 0.09
67 H 0.08
68 C -0.13
69 C -0.72
70 C -0.52
71 C -0.08
72 N 0.10
73 H 0.09
74 H 0.07
75 H 0.09
76 H 0.09
77 H 0.09
78 H 0.12
79 H 0.14
80 C -0.09
81 H 0.11
82 H 0.09
83 H 0.08
84 C -0.07
85 C -0.03
86 H 0.09
87 H 0.09
88 C -0.04
89 H 0.09
90 C -0.04
91 H 0.10
92 C -0.42
93 H 0.13
94 C -0.04
95 H 0.10
96 C -0.24
97 C -0.04
98 C -0.03
99 N 0.02

---

C2H3ClO3 | the ωB97M-V functional and the def2-TZVPD basis

ΔE to the lowest compared entry with this formula, charge and spin = 7.9 kcal/mol
Multiplicity = 1
Structure (SMILES) = O=CCl.O=CO
Calculated total energy = -763.91428 Ha

Cartesian coordinates (Å):
Cl -4.01 0.25 -0.43
O -2.06 -1.34 0.10
C 1.17 0.32 0.17
C -2.47 -0.23 0.17
H -1.72 0.61 0.36
O 0.25 1.11 0.24
O 1.12 -0.94 0.12
H 0.21 -1.30 0.00
H 2.21 0.54 0.04

Charges in e, computed with natural (NBO), in the same order as the atoms:
1 Cl -0.02
2 O -0.54
3 C 0.67
4 C 0.34
5 H 0.21
6 O -0.62
7 O -0.65
8 H 0.52
9 H 0.11

---

C23H50Cl4N4 | the ωB97M-V functional and the def2-TZVPD basis

ΔE to the lowest compared entry with this formula, charge and spin = 0.0 kcal/mol
Multiplicity = 1
Structure (SMILES) = ClC(Cl)(Cl)Cl.c1cc[nH]c1.CCN(CC)CC.CCN(CC)CC.CCN(CC)CC
Calculated total energy = -2966.06223 Ha

Cartesian coordinates (Å):
H -2.58 0.54 4.13
H 4.09 6.20 2.66
N -2.25 0.34 3.21
C -1.25 -0.76 1.58
H -4.38 1.31 -2.95
H 0.93 4.11 -0.60
H -4.73 -1.93 0.12
C -3.89 -3.65 -3.98
H -3.32 1.77 2.05
H -3.23 -2.16 -0.79
H 3.03 2.82 0.13
H -3.52 -0.28 -4.77
H -0.42 2.36 3.68
H -6.05 0.71 -3.32
C -3.12 -2.41 -3.48
H 2.03 -1.88 4.13
C 3.29 5.49 2.88
C -4.90 -1.54 -2.00
C 0.94 3.61 2.62
C -4.40 -0.45 -4.15
H 0.17 4.20 2.10
C 0.93 3.06 -0.30
H -0.90 -1.17 3.77
C -5.03 0.85 -3.68
N -3.92 -1.29 -3.04
H 6.05 -2.77 2.22
Cl -1.33 0.66 -2.80
H 4.70 -2.55 -0.54
H 1.17 4.15 3.55
N 2.17 3.55 1.85
C 4.68 -2.74 0.53
Cl 1.53 0.39 -2.76
H 2.80 -0.56 3.25
C -4.31 -2.31 -0.80
H 1.21 1.67 3.49
C 2.75 4.85 1.62
C -2.09 0.24 1.01
H -0.06 2.77 0.05
H 2.33 -3.09 -0.93
H -5.10 1.53 -4.53
H 3.39 -0.92 -0.60
C 0.42 2.24 3.01
H 2.45 -3.38 2.05
H 1.12 -1.86 -1.14
H -2.48 -2.75 -2.66
N 3.68 -1.88 1.15
C -2.69 0.89 2.04
H 3.87 -2.95 2.89
H -4.55 -3.38 -0.85
H 0.07 1.66 2.15
H 6.48 -1.58 0.98
C 2.08 2.74 0.65
C -1.36 -0.67 2.94
H -3.17 -4.47 -4.06
C 2.73 -1.30 0.20
H 3.62 4.71 3.58
C 2.27 -1.51 3.13
C 0.10 0.52 -3.81
H 1.06 2.54 -1.25
H -5.07 -1.05 -4.79
H 3.58 4.76 0.91
H 4.39 -3.80 0.63
H 1.32 -1.25 2.66
Cl 0.24 1.91 -4.87
H 6.75 -3.30 0.72
C 6.05 -2.56 1.14
C 1.76 -2.33 -0.39
C 3.06 -2.49 2.32
H -5.79 -2.04 -2.42
H -2.46 -2.06 -4.28
H 2.09 5.56 1.09
H 1.17 -2.84 0.37
H -2.19 0.43 -0.04
H -4.64 -3.97 -3.26
H -0.63 -1.45 1.04
H -5.23 -0.56 -1.64
H 2.21 -0.44 0.60
H 2.52 6.05 3.41
H -4.30 -3.55 -4.98
Cl -0.03 -0.99 -4.74
H 2.04 1.68 0.91

Charges in e, computed with Löwdin, in the same order as the atoms:
1 H 0.15
2 H 0.07
3 N 0.00
4 C -0.11
5 H 0.06
6 H 0.08
7 H 0.07
8 C -0.08
9 H 0.11
10 H 0.06
11 H 0.12
12 H 0.09
13 H 0.07
14 H 0.07
15 C -0.28
16 H 0.08
17 C -0.10
18 C -0.25
19 C -0.25
20 C -0.27
21 H 0.12
22 C -0.09
23 H 0.11
24 C -0.10
25 N -0.24
26 H 0.06
27 Cl 0.58
28 H 0.11
29 H 0.11
30 N -0.20
31 C -0.28
32 Cl 0.57
33 H 0.08
34 C -0.07
35 H 0.08
36 C -0.29
37 C -0.12
38 H 0.06
39 H 0.07
40 H 0.07
41 H 0.10
42 C -0.08
43 H 0.11
44 H 0.03
45 H 0.10
46 N -0.19
47 C -0.15
48 H 0.11
49 H 0.07
50 H 0.04
51 H 0.07
52 C -0.25
53 C -0.14
54 H 0.07
55 C -0.26
56 H 0.08
57 C -0.08
58 C -2.02
59 H 0.01
60 H 0.12
61 H 0.11
62 H 0.12
63 H 0.04
64 Cl 0.56
65 H 0.07
66 C -0.09
67 C -0.09
68 C -0.28
69 H 0.12
70 H 0.05
71 H 0.12
72 H 0.06
73 H 0.06
74 H 0.06
75 H 0.08
76 H 0.10
77 H 0.08
78 H 0.06
79 H 0.07
80 Cl 0.55
81 H 0.09

---

CH8N2P | the ωB97M-V functional and the def2-TZVPD basis

ΔE to the lowest compared entry with this formula, charge and spin = 49.6 kcal/mol
Multiplicity = 1
Total charge = +1
Structure (SMILES) = N[C@@H]([NH3+])P
Calculated total energy = -493.42686 Ha

Cartesian coordinates (Å):
H 0.38 0.05 1.35
N 0.74 1.07 -0.36
H -1.86 -1.27 0.66
N 0.70 -1.16 -0.57
H 0.76 2.05 -0.04
H 1.68 0.66 -0.42
H 1.41 -1.48 0.00
C 0.01 0.09 0.39
P -1.83 -0.04 -0.10
H 0.34 1.08 -1.28
H -2.43 0.83 1.00
H 0.09 -1.88 -0.62

Charges in e, computed with natural (NBO), in the same order as the atoms:
1 H 0.22
2 N -0.69
3 H 0.03
4 N -0.81
5 H 0.44
6 H 0.46
7 H 0.36
8 C -0.17
9 P 0.30
10 H 0.45
11 H 0.04
12 H 0.37

---

C4H7NO2 | the ωB97M-V functional and the def2-TZVPD basis

ΔE to the lowest compared entry with this formula, charge and spin = 128.0 kcal/mol
Multiplicity = 1
Structure (SMILES) = CC1(C)C=[N+]([O-])O1
Calculated total energy = -361.67687 Ha

Cartesian coordinates (Å):
H -1.75 1.39 -0.47
N 2.04 -0.06 -0.19
H -0.46 2.21 -0.13
H 1.13 -0.15 -2.16
C -0.85 -1.26 0.31
H -1.19 1.24 1.28
C -0.92 1.27 0.22
O 3.23 0.10 -0.03
H -1.49 -1.11 1.20
O 1.20 -0.01 0.93
C 0.98 -0.05 -1.10
C 0.02 0.00 0.07
H -1.58 -1.36 -0.52
H -0.37 -2.22 0.59

Charges in e, computed with natural (NBO), in the same order as the atoms:
1 H 0.23
2 N 0.42
3 H 0.23
4 H 0.23
5 C -0.64
6 H 0.23
7 C -0.64
8 O -0.39
9 H 0.21
10 O -0.36
11 C -0.19
12 C 0.22
13 H 0.22
14 H 0.24

---

- The lowest calculated total energy belongs to which entry?
  C22H30Br2N5NiPSi

---

- Which formula does entry 3 have?
  C22H30Br2N5NiPSi

---

- Which value of calculated total energy does entry 3 give?
  -8416.76729 Ha